(1)
Computed, not measured: H28O14 as an isolated structure at a distorted geometry, with ωB97M-V/def2-TZVPD.

Each line ends with the Mulliken charge.
Atoms and positions in Å:
H 1.661 2.822 0.996  0.331
H 1.890 -0.789 -2.769  0.288
H 1.873 3.675 -0.096  0.283
H -2.676 1.739 -1.776  0.304
O -1.402 3.836 0.149  -0.578
H -2.916 -1.233 -0.729  0.395
H 0.621 -3.120 -2.566  0.276
H -0.528 4.226 0.295  0.281
H 2.703 -0.204 -0.419  0.430
H -1.744 4.069 -0.773  0.303
H -3.153 -3.680 -0.916  0.194
H 2.566 -4.481 1.794  0.281
H -4.527 1.639 0.335  0.231
O -3.621 1.778 -1.535  -0.655
H 3.599 2.354 -0.023  0.359
H 3.831 -1.285 0.003  0.218
O -2.224 -1.522 -0.090  -0.624
O 3.896 2.699 -0.916  -0.598
O 3.516 -0.312 0.101  -0.591
O 2.277 0.272 2.882  -0.643
O -2.667 -2.850 -1.152  -0.454
H -2.743 -2.951 -2.059  0.249
H 2.931 -3.054 2.344  0.323
H 1.608 0.262 2.143  0.301
O -0.032 -2.703 -1.990  -0.502
O 1.708 2.774 0.033  -0.611
O 2.650 -0.725 -2.188  -0.641
H -2.565 -1.353 0.722  0.262
O 0.068 -0.154 -0.368  -0.471
H -2.260 -0.882 3.910  0.309
H 0.697 -0.262 0.329  0.162
O -2.841 -0.552 3.185  -0.581
O 2.389 -3.597 1.772  -0.594
H -2.994 1.429 0.299  0.349
H -2.495 0.250 3.014  0.264
H 2.896 0.768 2.389  0.300
O -3.851 1.052 0.573  -0.547
H 2.947 -1.696 -2.253  0.305
H -0.897 -3.103 -2.230  0.245
H -3.899 2.747 -1.303  0.321
H 4.491 2.053 -1.292  0.283
H -0.784 0.066 0.177  0.247

Properties
molecular weight = 252.2 g/mol
HOMO-LUMO gap = 0.3064 Eh
charge = 0
highest occupied orbital energy = -8.28 eV
maximum force = 9.39 eV/Å
E_tot = -1069.86675 hartree

***

(2)
Computed, not measured: a 10-piece molecular cluster, C36H76N4O10 overall at a distorted geometry, with ωB97M-V/def2-TZVPD.

Each line ends with the Mulliken charge.
Atoms and positions in Å:
H 6.919 -3.620 0.094  0.320
H -4.530 1.269 -2.865  0.012
H -3.578 -6.119 -1.689  0.328
H -6.351 -0.326 -2.034  0.252
H 0.497 4.491 4.179  0.496
H -1.801 -2.037 -0.870  0.500
O -3.853 -0.585 -3.464  -0.298
C -0.371 4.697 2.201  0.041
H -6.948 -1.583 -3.139  0.379
H -1.015 3.918 1.790  -0.282
H 0.337 2.922 3.423  -0.169
H 2.686 -1.485 0.186  -0.458
C 0.535 3.974 3.216  -0.011
H -3.206 -3.344 -4.569  0.327
H -6.047 -0.263 -5.056  0.285
O 4.649 1.892 4.810  -0.446
H 0.267 -0.767 2.682  -0.683
C 0.852 3.486 -3.211  0.033
C -3.256 -5.954 -2.717  -0.541
H -0.624 -2.271 6.207  0.397
C 3.559 -1.449 0.836  0.189
C 0.597 5.312 1.216  -0.165
H -0.730 -4.535 -4.360  0.428
H -1.319 -6.647 -3.260  0.303
O 1.469 -2.000 -1.738  -0.700
C -5.967 0.174 -4.061  -0.580
C 2.795 6.375 -4.713  -0.869
C 1.663 -3.405 -1.972  -0.034
C -0.462 0.793 0.116  0.521
H -4.315 0.673 0.145  0.027
H -0.139 3.167 -3.519  0.311
H -0.981 5.421 2.735  0.335
H -2.133 -0.570 -1.885  0.738
H -3.380 2.864 4.225  0.270
C -4.767 -1.546 -2.896  0.047
H -0.956 -1.791 2.090  0.306
H 2.534 1.058 3.354  -0.530
H 2.417 5.451 -2.823  0.202
O 4.836 -2.738 -0.761  -0.672
H 3.491 5.864 -5.376  0.278
C 6.836 -3.329 1.136  -1.020
H 5.843 0.175 5.067  0.353
H -3.664 2.282 -0.265  0.184
H 3.428 -3.816 -3.046  0.288
C -0.571 -1.380 3.027  0.844
H 3.280 -1.712 1.853  0.293
H -3.012 1.708 2.110  0.056
O -1.529 -0.778 5.087  -0.466
C 0.920 1.365 0.259  1.009
H -3.107 -4.969 -5.304  0.277
H 1.809 -0.256 -2.777  -0.156
C 5.083 0.603 4.414  -0.521
C -0.124 -2.352 4.095  -0.434
H 3.219 -1.107 -2.120  0.294
C 3.822 -0.289 4.448  -0.243
C 2.678 0.733 4.387  0.573
H -1.489 0.560 3.476  -0.427
H -4.713 -2.422 -3.535  0.071
C -4.896 2.181 1.533  0.394
O -6.020 2.566 1.801  -0.714
H 2.033 6.874 -5.317  0.269
H 2.650 4.363 3.501  0.308
N 5.661 -2.480 1.329  -0.144
H -6.668 1.001 -3.937  0.360
N -3.906 2.047 2.438  0.070
H -1.459 -3.639 -3.102  -0.405
H 0.347 6.346 0.981  0.372
H 3.369 -1.913 -4.421  0.345
C 2.404 -3.528 -3.289  -0.612
H 0.686 -3.890 -1.964  -0.259
C 1.956 4.168 2.685  -0.276
H 1.437 2.561 -3.205  0.163
H -0.118 -3.381 3.731  0.375
H 0.906 3.942 -2.223  -0.344
H -5.425 1.871 -0.479  0.446
H 2.343 3.293 2.144  0.135
C 4.707 -2.297 0.371  0.393
C -4.133 2.154 3.887  -0.934
H -1.297 -5.522 -1.844  0.271
H 1.582 -2.003 -4.563  0.323
H 1.622 0.626 -0.142  -0.402
H -2.686 -0.678 3.416  0.252
C -1.638 -0.500 3.688  0.145
H 6.633 -4.232 1.715  0.334
H -3.541 -6.871 -3.252  0.270
H 0.283 -0.771 -0.894  -0.100
C -1.737 -5.744 -2.815  -0.515
C 2.438 -2.095 -3.894  -0.764
C -4.558 0.616 -3.748  -0.204
H -2.651 -0.527 -0.288  -0.063
H 3.884 -0.405 0.787  0.348
C -1.611 -4.533 -3.716  0.260
H -1.976 -2.791 5.221  0.283
H 7.744 -2.828 1.460  0.328
C -4.525 1.743 0.119  -0.369
H 5.414 0.708 3.378  0.306
C -2.987 -4.393 -4.384  -0.558
O -3.893 -4.871 -3.374  -0.406
H 3.823 -0.943 3.580  -0.314
H 1.177 1.449 1.313  -0.655
C 1.447 4.398 -4.255  0.406
N 2.190 5.437 -3.801  -0.137
H 3.274 7.221 -4.224  0.354
H -4.552 -1.816 -1.862  0.150
H -4.062 1.140 4.276  0.308
H 2.879 2.867 5.005  0.112
C -1.107 -2.121 5.241  -0.618
H 0.593 4.764 0.265  -0.169
C 3.302 1.884 5.209  -0.610
C -1.857 -0.954 -0.898  -1.363
H 2.290 -3.785 -1.164  0.282
H 0.884 -2.078 4.407  0.030
C -6.150 -0.863 -2.964  -0.728
H 3.762 -0.817 5.399  0.483
H 0.948 2.302 -0.289  -0.200
O 1.925 5.243 1.750  -0.526
H 3.185 1.710 6.288  0.308
H 1.734 0.390 4.809  0.389
H -4.075 1.165 -4.559  0.319
O -1.403 1.403 0.634  -0.582
H 2.008 -4.201 -4.046  0.377
C 2.264 -1.239 -2.646  0.193
H -5.100 2.554 4.172  0.347
H 5.550 -1.962 2.182  0.169
N -0.579 -0.364 -0.555  0.782
O 1.190 4.266 -5.440  -0.650

Properties
molecular weight = 725.0 g/mol
HOMO-LUMO gap = 0.3425 Eh
charge = 0
highest occupied orbital energy = -9.04 eV
SMILES string = CNC(C)=O.CNC(C)=O.CNC(C)=O.CNC(C)=O.C1CCOC1.C1CCOC1.C1CCOC1.C1CCOC1.C1CCOC1.C1CCOC1
maximum force = 1.61 eV/Å
E_tot = -2388.66813 hartree

***

(3)
Computed, not measured: one molecule with the formula C4H11N3O at a distorted geometry, with ωB97M-V/def2-TZVPD.

Each line ends with the Mulliken charge.
Atoms and positions in Å:
C 1.156 0.743 0.374  -0.685
N -1.717 -0.742 -1.067  -0.868
H 1.220 -1.216 -2.323  0.304
H -1.144 -2.595 0.322  0.298
H -1.075 1.980 2.444  0.256
H -0.962 2.309 0.703  0.316
O 0.000 0.557 1.431  -0.434
N -0.325 -2.002 0.249  -0.519
H -1.991 0.995 1.295  0.298
C -1.042 1.517 1.454  -0.740
H 0.244 0.870 -1.561  0.410
C 0.689 0.126 -0.897  0.095
H 0.156 -1.852 1.128  0.250
C -0.597 -0.855 -0.446  0.530
H 1.985 0.221 0.856  0.311
H -1.766 0.106 -1.635  0.264
N 1.690 -0.648 -1.618  -0.707
H 1.364 1.810 0.273  0.329
H 2.116 -1.324 -0.983  0.291

Properties
molecular weight = 117.2 g/mol
HOMO-LUMO gap = 0.3639 Eh
charge = 0
highest occupied orbital energy = -8.94 eV
SMILES string = [H]/N=C(/N)[C@H](N)COC
maximum force = 3.30 eV/Å
E_tot = -398.46515 hartree

***

(4)
Computed, not measured: C19H51F9N6O4P2SSi2 as an isolated structure at a distorted geometry, with ωB97M-V/def2-TZVPD.

Each line ends with the Mulliken charge.
Atoms and positions in Å:
H 5.555 1.497 -5.530  0.376
F -5.790 0.076 0.462  -0.294
F -4.899 1.341 4.367  -0.344
H 1.302 2.305 -3.692  0.286
C -2.147 -5.574 0.646  -0.892
C 2.725 -0.651 2.025  -0.759
H 0.197 -7.240 3.997  0.348
H -2.725 0.870 2.915  0.626
H 4.108 5.940 -1.894  0.211
F -6.462 -2.007 0.151  -0.311
H 1.709 5.427 -5.775  0.360
N -1.233 -4.564 4.068  0.261
C -6.137 0.079 2.915  0.578
H 1.719 -7.111 1.183  0.334
H 0.290 -8.207 2.514  0.400
H 1.339 4.003 -6.764  0.386
C -2.261 -5.504 4.467  -0.782
H -0.409 -2.740 4.703  0.259
H -2.691 -5.143 -0.196  0.331
C 2.092 4.457 -6.117  -1.196
H -0.563 2.039 -1.302  -0.190
H -2.751 -3.051 0.433  0.460
F -6.864 -2.271 2.306  -0.323
C 4.756 6.079 -2.758  -0.980
N 4.131 5.514 -3.949  0.245
N 2.385 3.543 -5.025  0.314
C -3.692 0.967 2.416  -0.783
C -0.173 -7.328 2.967  -1.195
H -1.351 -6.182 0.232  0.298
H 6.681 3.737 -3.885  0.294
H 0.631 2.447 -5.316  0.369
S -6.316 -1.084 1.414  1.361
F -6.783 1.220 2.612  -0.249
O -1.340 2.959 0.955  -0.008
C 1.541 -6.206 1.769  -1.069
H -2.101 -2.607 4.194  0.341
O 1.033 0.717 0.890  -0.150
H -1.241 -7.542 2.984  0.315
H -2.481 -5.350 5.524  0.396
H -3.422 3.052 2.867  0.340
H 2.742 -0.026 -0.068  0.271
H -1.686 -3.369 5.735  0.397
H 2.211 2.126 -0.154  0.234
C 2.021 -0.279 0.717  -0.286
C 5.967 2.980 -3.543  -1.073
C -3.893 2.460 2.080  -0.710
H -3.385 4.081 -0.156  -0.192
H -3.285 -3.307 2.102  0.344
N 0.129 -6.165 2.151  0.274
H 4.903 7.153 -2.887  0.417
H -1.935 -6.531 4.385  0.128
H 2.235 -1.521 2.464  0.025
Si -0.109 2.866 -0.158  0.383
N -1.631 -4.501 1.481  0.536
H 5.572 5.652 -5.536  0.224
H 3.868 1.822 -5.860  0.283
H 1.487 -1.163 0.360  0.309
O 2.633 4.033 -2.573  -0.689
F -6.802 -0.482 3.943  -0.274
H 3.751 -0.965 1.825  0.323
H 1.808 -5.350 1.156  0.343
H 1.751 2.602 1.466  0.283
H -4.937 2.756 1.979  0.487
O 0.866 -3.867 2.870  -0.848
C -2.408 -3.262 1.446  -1.370
N 4.735 2.994 -4.330  0.423
H -1.797 -2.412 1.759  0.332
F -4.840 -1.650 1.608  -0.235
H 4.797 7.153 -5.029  0.392
H -3.060 1.665 -0.370  -0.144
C 1.398 2.052 0.582  -0.544
C 4.810 2.292 -5.602  -0.879
H 2.710 0.167 2.743  0.320
H 0.445 3.776 -4.153  0.336
P -0.398 -4.574 2.588  0.270
H 2.961 4.615 -6.754  0.316
H 5.755 3.166 -2.489  0.309
H -2.841 -6.215 1.200  0.290
H 0.262 4.194 -0.694  -0.166
P 3.500 3.947 -3.764  0.028
C -4.689 0.393 3.401  0.687
C 1.127 2.996 -4.512  -1.061
H -3.210 -5.393 3.919  0.219
F -4.201 -0.681 4.055  -0.297
H 6.450 2.005 -3.603  0.403
H 5.733 5.633 -2.529  0.295
F -7.806 -0.588 1.198  -0.329
H 3.900 6.025 -5.985  0.144
C -1.370 -3.254 4.697  -1.093
Si -2.932 2.845 0.518  0.277
H 2.211 -6.218 2.636  0.328
C 4.623 6.087 -5.185  -0.788
H -3.623 0.367 1.512  0.128
H 5.113 2.962 -6.413  0.252

Properties
molecular weight = 748.8 g/mol
HOMO-LUMO gap = 0.3203 Eh
charge = 0
highest occupied orbital energy = -8.29 eV
maximum force = 4.33 eV/Å
E_tot = -3942.72853 hartree